Entry 1:
C28H52F17N3NbO | wB97M-V/def2-TZVPD

Properties
HOMO level   -6.12 eV
LUMO level   0.0176 hartree
Energy   -3091.99995 hartree
HOMO-LUMO gap   0.2426 Eh
Charge   -1

Each line ends with the Mulliken charge.
Atoms and positions in Å:
C  3.2999  1.6357  3.2881  -1.00
Nb  2.6842  -0.4019  2.3929  -1.06
C  2.3971  -1.3019  4.4604  0.11
C  2.7031  -0.3058  5.6752  0.24
O  3.8218  -0.0486  6.1302  -0.52
F  1.5818  0.3129  6.3409  -0.30
C  4.8670  -0.9801  2.1969  0.56
F  5.6863  0.1543  2.5733  -0.32
F  5.1454  -1.1571  0.7833  -0.29
C  5.4288  -2.2157  3.0252  0.51
F  6.8307  -2.2945  2.6616  -0.33
F  5.4906  -1.9963  4.4354  -0.22
C  4.8433  -3.6622  2.6389  0.63
F  5.9315  -4.5303  2.3112  -0.27
F  4.2048  -4.3227  3.7311  -0.25
F  4.0106  -3.6831  1.5185  -0.20
C  0.5275  0.3775  2.4613  0.31
F  0.5383  1.7046  1.8665  -0.25
F  0.0921  0.6200  3.8253  -0.29
C  -0.5532  -0.4406  1.6040  0.64
F  0.0898  -0.9276  0.4166  -0.19
F  -1.5213  0.5029  1.1103  -0.30
C  -1.2020  -1.7078  2.3123  0.55
F  -0.2300  -2.6286  2.7388  -0.15
F  -1.9772  -2.3878  1.3104  -0.32
C  -2.1960  -1.4203  3.5280  0.65
F  -2.6587  -0.1108  3.6406  -0.21
F  -3.3585  -2.2440  3.4539  -0.26
F  -1.5398  -1.8105  4.7278  -0.24
H  4.1123  1.5424  4.0797  0.36
H  3.4889  2.4272  2.4922  0.21
H  2.3495  1.9830  3.8554  0.36
H  2.0620  -1.9968  1.7040  0.33
H  2.7948  0.3366  0.7096  0.05
H  2.9305  -2.2867  4.6630  0.53
H  1.2695  -1.5446  4.5577  0.02
C  -2.4873  -8.6631  -0.8214  -1.44
C  -1.8207  -7.3144  -0.5737  -0.31
N  -1.0921  -7.2514  0.6873  0.16
C  -0.7229  -5.8907  1.0756  -0.71
C  0.2537  -5.1377  0.1761  -0.47
C  -0.0586  -8.2605  0.8863  -0.67
C  1.0558  -8.3536  -0.1541  -0.93
H  -3.1243  -8.9495  0.0196  0.33
H  -3.1171  -8.6068  -1.7137  0.44
H  -1.7550  -9.4566  -0.9906  0.30
H  -2.6186  -6.5639  -0.5567  0.42
H  -1.1796  -7.0696  -1.4293  0.27
H  -0.3257  -5.9022  2.0965  0.27
H  -1.6437  -5.2987  1.1432  0.32
H  1.2719  -5.5132  0.2808  0.07
H  0.2760  -4.0818  0.4638  0.05
H  -0.0319  -5.1790  -0.8771  0.28
H  -0.5471  -9.2400  0.9454  0.39
H  0.3926  -8.1281  1.8752  0.33
H  0.6750  -8.3505  -1.1782  0.24
H  1.6050  -9.2909  -0.0184  0.38
H  1.7797  -7.5453  -0.0503  0.25
C  -2.1651  -0.1957  -2.0404  -1.37
C  -2.9004  1.1134  -2.3032  -0.47
N  -2.2976  1.9145  -3.3634  0.27
C  -2.7955  3.2869  -3.4058  -0.32
C  -4.2723  3.4955  -3.7339  -1.22
C  -2.1490  1.2630  -4.6590  -0.71
C  -3.4051  0.6996  -5.3213  -1.01
H  -1.1035  -0.0206  -1.8501  0.29
H  -2.5857  -0.6861  -1.1587  0.32
H  -2.2596  -0.8940  -2.8763  0.42
H  -2.8717  1.6861  -1.3697  0.53
H  -3.9570  0.8966  -2.5048  0.21
H  -2.1912  3.8679  -4.1117  0.40
H  -2.5989  3.7459  -2.4290  0.00
H  -4.4819  3.3185  -4.7891  0.24
H  -4.5498  4.5347  -3.5272  0.45
H  -4.9267  2.8614  -3.1326  0.27
H  -1.4311  0.4431  -4.5461  0.38
H  -1.6602  1.9505  -5.3575  0.39
H  -4.0147  0.1112  -4.6318  0.26
H  -3.1183  0.0358  -6.1432  0.38
H  -4.0272  1.4850  -5.7517  0.26
C  0.0903  4.9348  -0.5444  -1.25
C  0.8659  6.2187  -0.8147  -0.43
N  0.4947  6.8675  -2.0683  0.15
C  1.4345  7.9057  -2.4830  -0.68
C  1.5726  9.1353  -1.5880  -0.98
C  -0.9156  7.2002  -2.2296  -0.12
C  -1.5625  8.0928  -1.1722  -1.11
H  0.1660  4.2419  -1.3866  0.28
H  0.4982  4.4338  0.3374  0.42
H  -0.9670  5.1297  -0.3466  0.25
H  1.9259  5.9461  -0.8599  0.44
H  0.7528  6.8925  0.0435  0.26
H  1.1843  8.2339  -3.4982  0.34
H  2.4250  7.4442  -2.5768  0.42
H  0.7081  9.7947  -1.6694  0.22
H  2.4450  9.7190  -1.9001  0.40
H  1.7189  8.8728  -0.5385  0.27
H  -1.4825  6.2633  -2.2722  -0.25
H  -1.0721  7.6512  -3.2155  0.43
H  -1.3284  7.7739  -0.1541  0.25
H  -2.6513  8.0547  -1.2784  0.42
H  -1.2702  9.1372  -1.2851  0.29

Atomic forces in eV per Å
C -1.50 0.24 0.56
Nb 1.31 1.93 0.89
C -1.61 0.29 2.71
C 2.64 -0.23 0.80
O -4.00 -0.74 -1.50
F 1.61 -1.22 -1.55
C 1.47 0.76 -0.60
F -1.04 -2.26 -0.51
F -0.02 -0.35 2.53
C 3.46 0.63 0.19
F -2.48 -0.02 0.65
F -0.91 -0.62 -3.36
C 0.31 -3.05 -0.23
F -2.47 1.95 0.72
F 1.10 1.94 -2.58
F 1.72 0.28 2.81
C -0.87 1.61 -0.24
F -0.27 -2.17 0.93
F 0.03 -0.73 -2.43
C 0.40 1.56 -1.55
F -1.41 0.92 2.55
F 1.20 -2.54 1.19
C -0.67 -1.61 -1.43
F -1.93 2.07 -0.84
F 1.51 1.43 1.97
C -1.47 -0.64 2.41
F 1.33 -2.93 -0.36
F 2.75 1.88 -0.02
F -1.59 1.30 -2.68
H -0.80 0.14 -1.19
H 0.03 -1.02 1.03
H 1.37 -0.32 -0.72
H -0.18 0.12 0.13
H -0.29 -0.30 0.14
H -0.41 1.36 -0.15
H 1.63 0.32 -0.28
C 0.06 -0.08 -0.05
C 0.00 -0.19 0.14
N -0.05 0.18 0.30
C -0.21 0.15 0.03
C 0.17 0.25 0.06
C -0.22 -0.29 -0.07
C 0.30 -0.08 -0.04
H 0.11 0.04 -0.01
H 0.07 0.02 0.04
H -0.05 0.01 0.04
H 0.22 0.11 0.16
H -0.01 0.02 -0.17
H 0.01 -0.19 -0.09
H -0.03 -0.15 -0.09
H -0.02 0.01 -0.09
H 0.01 -0.10 -0.03
H 0.00 -0.04 0.03
H -0.07 0.08 -0.08
H -0.14 0.24 -0.06
H -0.02 0.04 0.06
H -0.05 0.04 0.00
H -0.07 0.00 -0.11
C -0.01 -0.07 -0.10
C 0.22 -0.15 0.00
N 0.02 0.43 -0.07
C 0.18 0.00 0.21
C -0.19 0.24 -0.11
C 0.23 -0.28 0.14
C -0.13 -0.08 -0.27
H -0.11 0.02 -0.04
H 0.03 0.06 -0.07
H 0.03 0.03 0.02
H 0.01 0.18 -0.20
H -0.15 -0.06 0.04
H 0.03 -0.19 -0.04
H 0.02 -0.19 0.02
H -0.05 -0.07 0.05
H 0.03 -0.07 0.00
H 0.06 -0.02 -0.04
H -0.08 0.03 0.12
H -0.08 0.15 0.20
H 0.05 0.06 0.01
H 0.00 0.03 0.06
H -0.06 -0.05 0.08
C -0.07 0.00 0.04
C -0.16 -0.21 -0.07
N 0.22 0.23 -0.33
C 0.12 -0.23 -0.04
C 0.11 0.31 -0.03
C -0.12 -0.36 0.04
C -0.23 0.20 0.06
H -0.02 0.09 0.02
H -0.04 0.05 -0.07
H 0.03 -0.04 -0.03
H -0.04 0.23 -0.16
H 0.02 0.03 0.15
H -0.17 -0.08 0.08
H -0.12 -0.11 0.11
H 0.00 -0.04 0.10
H -0.05 -0.06 0.02
H -0.05 -0.02 -0.05
H 0.12 -0.01 0.08
H 0.26 0.02 0.04
H 0.04 -0.01 -0.07
H 0.06 -0.02 0.00
H 0.04 -0.04 0.10

=====

Entry 2:
C28H52MnP2 | wB97M-V/def2-TZVPD

Properties
HOMO level (alpha / beta)   -9.80 / -9.22 eV
LUMO level (alpha / beta)   -0.0831 / -0.1347 hartree
Energy   -2931.31809 hartree
Spin multiplicity   5
<S²>   6.383
HOMO-LUMO gap (alpha / beta)   0.2770 / 0.2041 Eh
Charge   +1

Each line ends with the Mulliken charge.
Atoms and positions in Å:
Mn  0.8006  1.7221  -2.6270  0.05
C  -0.4288  1.5459  2.8940  1.13
C  -1.5712  1.7500  2.0734  0.55
C  -2.0004  -0.0390  3.4561  0.73
C  -0.7164  0.4533  3.7569  0.50
C  -2.5135  0.7327  2.3656  0.39
C  0.8042  2.3663  2.9425  -1.69
H  0.8358  3.0850  2.1065  0.33
H  1.7029  1.7230  2.8926  0.42
H  0.8812  2.9371  3.8905  0.38
C  0.1632  -0.0187  4.8628  -1.47
H  1.1110  0.5227  4.8575  0.38
H  0.3842  -1.0869  4.7805  0.20
H  -0.3144  0.1465  5.8346  0.35
C  -2.7496  -1.0659  4.2171  -1.56
H  -2.8749  -0.7442  5.2651  0.32
H  -2.2281  -2.0353  4.2332  0.22
H  -3.7465  -1.2194  3.7855  0.39
C  -3.8540  0.5803  1.7628  -1.54
H  -4.6420  1.0250  2.4055  0.43
H  -4.1137  -0.4845  1.6233  0.31
H  -3.9126  1.0784  0.7796  0.24
C  -1.8001  2.8965  1.1441  -1.64
H  -2.3611  3.6842  1.6619  0.38
H  -2.3882  2.5933  0.2741  0.33
H  -0.8566  3.3282  0.8050  0.32
C  2.4386  0.9991  -3.2545  0.08
C  2.5608  2.3717  -2.6962  -1.09
C  2.0112  3.6235  -3.3338  -0.76
C  0.7291  3.4255  -4.2182  -1.00
C  -0.3305  2.3939  -3.9057  -0.62
C  -0.3040  0.9339  -4.0361  0.50
C  0.6168  0.2115  -4.9634  -1.21
C  2.1102  0.6467  -4.7007  -1.30
H  2.7781  4.0821  -3.9836  0.31
H  1.0597  3.3746  -5.2688  0.39
H  1.8337  4.4077  -2.5773  0.37
H  2.4041  1.4202  -5.4441  0.35
H  2.8869  0.1763  -2.6722  0.99
H  3.1656  2.4760  -1.7908  0.40
H  2.7119  -0.2521  -4.9143  0.47
H  0.4732  -0.8674  -4.8119  0.26
H  -1.2039  0.4106  -3.7158  0.34
H  0.3675  0.3232  -6.0331  0.46
H  0.2026  4.3939  -4.1398  0.33
H  -1.2801  2.8154  -3.5430  0.49
P  1.6354  -1.0166  0.0215  1.06
P  -1.8635  -1.1994  -0.7383  1.44
C  1.0212  -1.6732  -1.5713  0.40
C  -0.4637  -2.0057  -1.7358  -1.76
H  1.6446  -2.5728  -1.7407  0.60
H  1.3538  -0.9454  -2.3427  -0.83
H  -0.7210  -1.8349  -2.7933  0.66
H  -0.5961  -3.0820  -1.5448  0.64
C  -2.9006  -2.6389  -0.3524  -1.42
H  -3.5878  -2.3381  0.4497  0.28
H  -2.2633  -3.4562  0.0009  0.43
H  -3.4701  -2.9379  -1.2398  0.43
C  -2.9519  -0.4176  -2.0073  -1.70
H  -3.1155  -1.0874  -2.8599  0.54
H  -2.5352  0.5324  -2.3647  0.20
H  -3.9286  -0.1847  -1.5583  0.53
C  3.4201  -0.7618  0.1350  -1.41
H  3.6506  -0.0786  0.9725  0.42
H  3.7671  -0.2708  -0.7912  0.36
H  4.0076  -1.6769  0.2692  0.54
C  1.0920  0.7202  0.0139  0.52
H  0.0145  0.8655  0.1377  -0.12
H  1.4981  1.3203  -0.8724  -0.73
H  1.5679  1.1597  0.8873  0.17
C  0.3338  -3.1477  3.2268  -1.48
C  1.3920  -2.4685  2.3570  1.00
C  2.4407  -3.4741  1.8475  -1.52
C  0.6066  -1.7854  1.2493  0.21
H  -0.0971  -4.0092  2.6923  0.47
H  -0.4891  -2.4500  3.4314  -0.11
H  0.7570  -3.4909  4.1827  0.42
H  1.9099  -1.6924  2.9408  0.35
H  1.9719  -4.3973  1.4951  0.33
H  3.0539  -3.0885  1.0253  0.30
H  3.1299  -3.7228  2.6628  0.40
H  -0.0663  -2.5128  0.7793  0.32
H  -0.0611  -1.0225  1.6943  -1.12

Atomic forces in eV per Å
Mn -2.23 0.15 4.32
C -1.73 1.32 -1.75
C 1.56 0.17 0.27
C 1.86 0.24 0.54
C -1.89 -1.99 0.62
C 0.26 0.57 0.39
C 0.33 0.35 0.03
H 0.08 -0.24 0.40
H -0.21 0.29 0.09
H -0.04 -0.24 -0.43
C 0.08 0.04 0.04
H -0.01 -0.06 0.11
H -0.04 0.12 0.15
H 0.08 -0.06 -0.03
C -0.17 -0.37 0.32
H -0.05 -0.21 -0.29
H -0.29 0.19 0.10
H 0.21 -0.06 0.20
C -0.50 -0.05 -0.41
H 0.36 -0.20 -0.24
H 0.06 0.43 0.12
H -0.01 -0.19 0.42
C -0.09 -0.05 0.09
H 0.08 0.02 -0.22
H 0.09 0.09 -0.06
H -0.07 0.06 -0.10
C 1.04 0.87 -0.68
C 1.91 -1.42 0.58
C 1.18 0.22 -0.13
C -0.73 1.44 -1.91
C -2.16 -0.53 -0.37
C -0.56 0.74 -0.86
C 0.57 -0.19 -0.26
C 0.46 -1.07 -1.07
H -0.42 -0.13 -0.03
H -0.06 -0.19 0.36
H -0.05 -0.52 0.02
H -0.08 -0.37 0.65
H 0.19 0.70 -0.39
H 0.06 0.17 -0.38
H 0.05 0.40 -0.40
H 0.31 0.06 0.23
H 0.04 0.28 -0.53
H 0.10 0.30 0.24
H 0.26 -0.38 -0.19
H 0.28 -0.14 -0.19
P -2.09 2.19 -1.88
P 0.51 1.10 0.11
C 1.57 0.00 -0.39
C -0.93 -0.52 -0.23
H -0.40 0.15 -0.14
H -0.31 -0.38 0.52
H 0.21 -0.19 0.25
H 0.05 0.27 -0.19
C -0.07 -0.17 0.01
H 0.10 -0.26 -0.24
H -0.30 0.00 0.01
H 0.07 -0.23 0.26
C 0.10 0.08 -0.17
H -0.03 0.14 0.05
H -0.12 -0.27 0.15
H 0.29 -0.19 0.02
C 0.75 -0.44 0.17
H -0.30 -0.34 -0.28
H -0.38 -0.15 0.29
H -0.17 0.33 -0.12
C 0.48 0.62 -0.30
H 0.11 -0.36 -0.08
H -0.03 -0.92 1.26
H -0.01 0.23 0.07
C 0.11 -0.16 0.39
C -0.04 -0.38 0.27
C -0.04 0.04 0.23
C 0.21 -0.32 1.13
H 0.19 0.17 0.17
H 0.30 -0.21 0.00
H -0.21 -0.02 -0.29
H -0.11 -0.12 -0.04
H -0.01 0.07 0.06
H -0.19 -0.18 0.25
H -0.14 -0.10 -0.19
H 0.37 0.06 -0.18
H 0.36 -0.11 -0.30